# 1
Formula: C4H6N2
Source: OMol25
Level of theory: ωB97M-V/def2-TZVPD

```
12
Properties=species:S:1:pos:R:3:lowdin_charge:R:1
N 2.0355 -0.0622 0.3972 0.09
C 0.6397 0.0497 0.1518 -0.39
C -0.1695 1.1319 -0.0037 -0.07
C -1.5015 0.6460 -0.1762 -0.12
C -1.4705 -0.7166 -0.1148 -0.14
N -0.1374 -1.0668 0.0737 0.05
H 2.4324 -0.7798 -0.1754 0.07
H 2.4793 0.8288 0.1813 0.09
H 0.1589 2.1629 0.0412 0.10
H -2.3662 1.2700 -0.3366 0.09
H -2.2552 -1.4535 -0.2427 0.10
H 0.1545 -2.0105 0.2042 0.14
```

As for the orbital gap: 0.3138 Eh. The calculation puts the LUMO energy at 1.01 eV. Its SMILES is Nc1ccc[nH]1.

# 2
Formula: C4H6N2
Source: OMol25
Level of theory: ωB97M-V/def2-TZVPD

```
12
Properties=species:S:1:pos:R:3:lowdin_charge:R:1
C -1.1743 1.0368 -0.5643 -0.06
C -0.2501 0.1347 0.2196 -0.43
N 0.2028 -1.1015 -0.4825 0.06
C 1.5121 -1.1489 -0.1919 -0.14
C 2.0203 0.1305 0.1683 -0.08
N 0.9764 0.8539 0.5040 0.02
H -0.7090 1.3343 -1.5086 0.08
H -2.1447 0.5686 -0.7603 0.08
H -1.3303 1.9316 0.0417 0.08
H -0.7566 -0.2232 1.1307 0.15
H -0.1966 -1.3702 -1.3762 0.14
H 2.0301 -2.0776 -0.0154 0.10
```

As for the orbital gap (spin up / spin down): 0.2460 / 0.2897 Eh. The calculation puts the LUMO energy (spin up / spin down) at -0.83 / -0.51 eV. Its SMILES is C[C@@H]1N=C=CN1.

# 3
Formula: C4H6N2
Source: OMol25
Level of theory: ωB97M-V/def2-TZVPD

```
12
Properties=species:S:1:pos:R:3:lowdin_charge:R:1
C 0.6088 2.0968 0.5093 0.12
N 0.1730 0.2350 -0.5778 -0.06
C -1.1117 -0.2704 -0.4330 -0.11
C -0.9507 -1.5414 0.0205 -0.15
N 0.3926 -1.8519 0.1547 0.06
C 1.0294 -0.7826 -0.2198 -0.21
H 0.4318 1.0882 -1.0771 0.09
H -0.3306 2.0180 1.0921 -0.04
H 1.3536 1.6055 1.1674 -0.05
H -1.9848 0.3255 -0.6530 0.11
H -1.7156 -2.2666 0.2642 0.10
H 2.1042 -0.6561 -0.2477 0.13
```

As for the orbital gap: 0.3332 Eh. The calculation puts the LUMO energy at -0.31 eV.

# 4
Formula: C4H6N2
Source: OMol25
Level of theory: ωB97M-V/def2-TZVPD

```
12
Properties=species:S:1:pos:R:3:lowdin_charge:R:1
C 0.0224 -0.3779 1.4451 -0.09
C 0.8517 -0.1564 0.1314 -0.24
C 0.2193 1.0286 -0.1878 -0.16
N -0.5360 0.8400 -1.2669 0.00
N -0.3230 -0.3783 -1.8359 0.04
C 0.5226 -0.9735 -1.0232 -0.15
H 0.2068 -1.3912 1.7411 0.06
H 0.2430 0.3306 2.2506 0.07
H -1.0743 -0.2766 1.2590 0.09
H 0.2034 1.9023 0.4485 0.13
H -1.2740 1.4269 -1.6096 0.15
H 0.9136 -1.9399 -1.3447 0.10
```

As for the orbital gap: 0.3422 Eh. The calculation puts the LUMO energy at 0.96 eV. Its SMILES is Cc1cn[nH]c1.

# 5
Formula: C4H6N2
Source: OMol25
Level of theory: ωB97M-V/def2-TZVPD

```
12
Properties=species:S:1:pos:R:3:lowdin_charge:R:1
N -0.6736 1.7041 0.8749 0.10
C -0.1727 0.4967 0.3757 -0.42
C -0.7209 -0.0710 -0.7445 -0.11
C 0.0303 -1.1938 -1.0972 -0.16
C 1.0684 -1.3966 -0.2237 -0.08
N 0.8537 -0.2709 0.8417 0.07
H -0.1395 2.3110 1.4777 0.08
H -1.1281 2.2252 0.1331 0.09
H -1.6081 0.2927 -1.2256 0.09
H -0.2466 -1.8252 -1.9376 0.10
H 1.3491 -2.4584 -0.0759 0.09
H 1.3880 0.1862 1.6013 0.14
```

As for the orbital gap: 0.3047 Eh. The calculation puts the LUMO energy at 0.93 eV. Its SMILES is Nc1ccc[nH]1.

# 6
Formula: C4H6N2
Source: OMol25
Level of theory: ωB97M-V/def2-TZVPD

```
12
Properties=species:S:1:pos:R:3:lowdin_charge:R:1
N 3.2670 -0.0172 -0.3201 0.12
C 2.1177 -0.0465 -0.1457 -0.21
C 0.7261 -0.0949 0.0762 -0.35
C -0.3124 1.0244 0.1715 -0.15
C -1.2125 0.0021 -0.4708 -0.14
N -0.1639 -0.7594 -0.7574 0.04
H -0.3389 -0.8114 1.5045 0.08
H -0.5699 1.4513 1.1418 0.11
H -0.0738 1.8022 -0.5588 0.13
H -2.2332 -0.0832 -0.8068 0.11
H -1.1107 -0.7932 1.3552 0.08
H -0.0955 -1.6742 -1.1897 0.17
```

As for the orbital gap (spin up / spin down): 0.3125 / 0.3125 Eh. The calculation puts the LUMO energy (spin up / spin down) at 0.44 / 0.44 eV.

# 7
Formula: C4H6N2
Source: OMol25
Level of theory: ωB97M-V/def2-TZVPD

```
12
Properties=species:S:1:pos:R:3:lowdin_charge:R:1
C -1.7901 -0.6635 0.3456 -0.04
C -0.5517 0.0761 0.0724 -0.25
C 0.7345 -0.0115 -0.6175 -0.21
N 2.0615 -0.0119 0.0828 -0.20
N 2.3760 0.9007 0.8138 0.06
C 0.0032 1.2272 -0.1259 0.04
H -2.6283 0.0225 0.1898 0.09
H -1.8838 -1.4960 -0.3583 0.08
H -1.8142 -1.0435 1.3656 0.08
H 0.8116 -0.5597 -1.5779 0.13
H 2.7345 -0.7410 -0.2205 0.12
H -0.0531 2.3007 0.0301 0.11
```

As for the orbital gap: 0.3211 Eh. The calculation puts the LUMO energy at 0.92 eV.

# 8
Formula: C4H6N2
Source: OMol25
Level of theory: ωB97M-V/def2-TZVPD

```
12
Properties=species:S:1:pos:R:3:lowdin_charge:R:1
C -1.1289 -0.2189 0.0447 -0.38
C -1.9361 -1.2805 -0.0843 0.05
C 0.0372 0.4265 -0.4884 -0.09
C 2.1067 -0.1067 0.1707 0.13
N -0.4842 1.7156 -0.4409 -0.03
N -0.9406 0.9664 0.7159 0.05
H -2.7687 -1.3731 0.5571 0.03
H -1.9422 -2.0950 -0.7676 0.04
H 2.8752 0.1147 -0.6706 0.07
H 1.9004 -1.1186 0.0811 -0.02
H 1.9725 0.4797 0.9963 -0.02
H 0.3088 2.4901 -0.1140 0.17
```

As for the orbital gap (spin up / spin down): 0.2881 / 0.2881 Eh. The calculation puts the LUMO energy (spin up / spin down) at 0.00 / 0.00 eV.

# 9
Formula: C4H6N2
Source: OMol25
Level of theory: ωB97M-V/def2-TZVPD

```
12
Properties=species:S:1:pos:R:3:lowdin_charge:R:1
C -1.7318 -0.2985 0.1947 -0.02
N -0.3828 -0.1914 0.2490 -0.19
C 0.7189 -0.9157 0.4596 -0.05
C 1.7777 -0.1735 -0.1724 -0.16
N 1.4065 0.9720 -0.6759 0.05
C 0.0454 1.0991 -0.2773 -0.22
H -0.8940 1.3234 -0.8566 0.13
H -2.0999 -0.3178 -0.8278 0.06
H -2.2716 -0.8326 0.9521 0.04
H 0.6811 -1.9595 0.7396 0.11
H 2.7919 -0.5549 -0.3031 0.11
H -0.0415 1.8495 0.5181 0.14
```

As for the orbital gap (spin up / spin down): 0.2844 / 0.2643 Eh. The calculation puts the LUMO energy (spin up / spin down) at -0.02 / 0.00 eV.

# 10
Formula: C4H6N2
Source: OMol25
Level of theory: ωB97M-V/def2-TZVPD

```
12
Properties=species:S:1:pos:R:3:lowdin_charge:R:1
C 1.8787 0.0489 -0.1432 0.04
C 0.5774 0.0009 0.1201 -0.34
C -0.4041 -1.0834 0.1129 -0.25
C -1.6923 0.5349 -0.0457 -0.20
H 2.5095 -0.8183 0.0244 0.06
H 2.3433 0.9408 -0.1318 0.01
H -0.0587 -1.4920 1.0367 0.12
H -0.0096 -1.6466 -0.8060 0.16
H -2.6205 1.1637 -0.2203 0.14
H -0.3878 2.0353 -0.0276 0.13
N -1.7427 -0.7255 -0.0810 0.05
N -0.3932 1.0414 0.1615 0.07
```

As for the orbital gap: 0.3360 Eh. The calculation puts the LUMO energy at 0.94 eV. Its SMILES is C=C1CN=CN1.

Result set for largest force on an atom: 0.0211, 0.0376, 0.0059, 0.0224, 0.0398, 0.0198, 0.0193, 0.1148, 0.0322, 0.1111 Eh/bohr, one per record in the order listed.
Result set for ΔE to the lowest compared entry with this formula, charge and spin: 0.359, 4.369, 4.679, 2.993, 1.506, 4.701, 5.301, 8.316, 3.802, 2.389 eV, one per record in the order listed.